1.
Formula: C18H29N2O3
Source: the OMol25 dataset
Level of theory: wB97M-V/def2-TZVPD

Geometry as XYZ:
```
52
Properties=species:S:1:pos:R:3:forces:R:3:lowdin_charge:R:1
C 5.254967 0.548576 3.675906 0.2 -0.1 0.2 -0.066
H 6.217837 0.821329 3.247536 0.0 0.0 0.1 0.100
H 5.239924 -0.527576 3.872487 0.0 0.0 0.0 0.099
H 5.106515 1.096517 4.610567 0.0 0.0 0.0 0.102
O 4.298936 0.911495 2.705491 -0.4 0.1 -0.2 -0.105
C 2.975328 0.754325 2.990386 0.1 0.0 -0.1 -0.194
C 2.504522 0.143427 4.147539 0.2 0.0 -0.1 0.000
C 1.152153 -0.043100 4.377431 -0.1 0.0 -0.1 -0.033
C 0.218159 0.403510 3.459439 0.0 0.1 0.1 -0.255
C 0.680237 1.041296 2.314545 0.3 0.1 0.1 0.007
C 2.032830 1.223465 2.052668 -0.1 0.0 -0.1 -0.192
O 2.293812 1.812318 0.848863 -0.2 -0.4 0.3 -0.078
C 3.528381 2.467659 0.622087 0.4 0.3 -0.2 -0.064
H 4.345828 1.756286 0.497111 -0.1 0.1 0.0 0.091
H 3.767830 3.156598 1.433435 0.0 0.0 0.0 0.103
H 3.386672 3.030125 -0.300349 0.0 0.0 0.1 0.094
H -0.014718 1.453440 1.596545 -0.1 0.1 -0.1 0.125
C -1.254201 0.151011 3.634182 0.1 -0.2 -0.1 -0.117
H -1.828219 0.980685 3.218741 -0.1 0.0 0.0 0.123
H -1.502717 0.054354 4.690012 -0.1 0.0 0.0 0.123
C -1.657451 -1.149486 2.921039 -0.3 0.1 0.4 -0.131
N -1.224262 -1.114911 1.535726 0.2 -0.1 0.1 0.093
C -2.040918 -1.028710 0.506025 0.3 0.0 -0.6 -0.430
O -3.263369 -1.110074 0.523520 -0.4 0.0 0.3 0.074
C -1.386737 -0.832230 -0.887953 0.3 0.0 0.6 -0.010
N -2.523129 -0.773812 -1.820660 -0.8 -0.1 0.5 -0.122
C -2.709006 0.538699 -2.481706 0.2 0.8 -0.3 -0.101
C -1.651749 0.774786 -3.552261 -0.3 -0.2 -0.1 -0.137
H -1.846350 1.737405 -4.024582 0.0 0.1 0.1 0.133
H -0.656330 0.825107 -3.106735 0.1 0.1 0.0 0.123
C -1.682783 -0.339170 -4.601545 0.4 0.0 0.1 -0.380
C -0.600518 -0.129168 -5.653967 -0.3 0.0 0.1 -0.056
H -0.637537 -0.918039 -6.399781 0.0 -0.1 -0.1 0.086
H -0.740694 0.822593 -6.158361 0.0 0.1 -0.1 0.086
H 0.387117 -0.133656 -5.198985 0.1 0.0 0.1 0.087
C -1.503868 -1.682821 -3.890490 -0.3 0.2 -0.1 -0.137
C -2.565617 -1.870386 -2.814761 0.3 -0.6 -0.5 -0.101
H -3.557297 -1.864381 -3.272667 0.0 0.1 0.1 0.146
H -2.437845 -2.820177 -2.292088 -0.1 0.1 0.1 0.144
H -1.588931 -2.498786 -4.607783 0.0 -0.1 0.0 0.133
H -0.503347 -1.731858 -3.456406 0.1 0.0 0.0 0.123
H -2.659181 -0.330047 -5.096832 -0.1 0.0 0.0 0.149
H -2.682325 1.319798 -1.719682 -0.1 -0.1 0.1 0.144
H -3.701322 0.541909 -2.938274 0.0 -0.1 0.1 0.146
H -3.324463 -0.917768 -1.112556 0.4 0.1 -0.4 0.156
H -0.803825 0.089118 -0.902815 0.0 0.0 -0.1 0.141
H -0.727676 -1.670890 -1.112137 -0.1 0.1 -0.1 0.146
H -0.233377 -0.937324 1.414499 -0.1 0.0 -0.2 0.143
H -2.739575 -1.282771 2.932765 0.1 -0.1 0.0 0.127
H -1.179206 -2.003864 3.405865 -0.1 0.0 0.0 0.133
H 0.832696 -0.533655 5.283533 0.0 -0.1 0.1 0.118
H 3.204803 -0.211172 4.885429 0.1 0.0 0.0 0.108
```
Forces are in eV/Å.

Results
Total charge: +1
Structure (SMILES): COc1ccc(CCNC(=O)C[N@H+]2CC[C@@H](C)CC2)cc1OC
Orbital gap, eV: 8.36



2.
Formula: H3N3O3S
Source: the OMol25 dataset
Level of theory: wB97M-V/def2-TZVPD

Geometry as XYZ:
```
10
Properties=species:S:1:pos:R:3:forces:R:3:lowdin_charge:R:1
N 1.550770 -0.202643 -1.010177 -0.2 1.5 -1.2 -0.210
N 0.388784 -0.333552 -1.129040 1.3 -1.0 -0.7 0.122
N -0.430900 0.693962 0.630005 6.0 -0.2 1.6 -0.298
O 2.361761 -0.291828 0.180247 -2.0 -2.1 1.4 -0.054
O -0.023344 -0.031264 1.467286 -1.8 -0.6 1.3 0.079
O -1.361221 1.106808 0.140370 -4.7 1.8 -1.7 -0.137
S -3.447416 0.410234 0.403003 -0.7 0.2 0.3 0.490
H 2.204866 0.255303 -1.669510 0.0 -0.4 -0.1 0.162
H 1.687184 -0.818607 0.765718 2.0 1.4 -0.9 0.115
H -2.930485 -0.788414 0.222098 0.2 -0.6 -0.1 -0.270
```
Forces are in eV/Å.

Results
Total charge: 0
Orbital gap (spin up / spin down), eV: 8.06 / 8.38



3.
Formula: C50H60BrF4N4P3PbSb
Source: the OMol25 dataset
Level of theory: wB97M-V/def2-TZVPD

Geometry as XYZ:
```
124
Properties=species:S:1:pos:R:3:forces:R:3:lowdin_charge:R:1
Pb 0.067639 0.127587 0.909255 -0.8 0.3 -1.0 1.026
C -3.753020 3.371850 3.691338 -0.1 0.0 0.0 -0.086
C -2.571397 4.057606 3.935422 0.0 0.1 0.0 -0.075
C -1.437325 3.812142 3.178624 0.0 0.0 -0.1 -0.062
C -1.459058 2.856874 2.153549 -0.2 0.1 0.1 -0.340
C -2.647405 2.146830 1.942419 0.2 0.0 -0.1 -0.109
C -3.782889 2.412710 2.688494 0.0 0.0 0.1 -0.091
N -0.325823 2.485683 1.426161 0.4 -0.1 0.4 -0.073
C 0.638863 3.326876 1.060501 -0.1 -0.4 0.0 -0.239
C 0.533000 4.751711 1.031257 0.0 0.3 -0.1 -0.033
C 1.538879 5.532187 0.548963 -0.1 -0.2 0.1 -0.045
C 2.766355 4.973789 0.103694 0.2 0.0 -0.1 -0.076
C 2.950069 3.633166 0.166460 0.1 -0.1 0.0 -0.016
C 1.914604 2.781112 0.640911 -0.3 0.6 -0.1 -0.229
N 2.073128 1.464515 0.815917 0.9 -0.6 0.5 -0.078
N 3.242749 0.941959 0.746127 -0.2 0.9 -0.3 0.086
C 3.300421 -0.394578 1.064106 -0.1 -1.0 0.3 -0.356
C 4.569805 -0.957574 1.265324 0.0 0.2 -0.1 0.004
C 4.673334 -2.267579 1.666594 -0.1 -0.1 0.0 -0.034
C 3.509309 -3.017423 1.841500 0.1 -0.1 0.0 -0.057
C 2.302393 -2.406782 1.592091 -0.1 -0.1 0.0 -0.206
N 2.185974 -1.129377 1.226344 0.6 0.3 0.1 -0.059
H -4.636438 3.577618 4.280282 0.0 0.0 0.0 0.105
H -2.525697 4.788502 4.732575 0.0 0.0 0.0 0.110
H -0.518087 4.335980 3.404837 0.0 0.0 0.0 0.115
H -2.666464 1.397127 1.159309 -0.1 0.0 0.0 0.036
H -4.699005 1.872662 2.481619 0.0 0.0 0.0 0.101
H -0.372919 5.217239 1.380866 -0.1 0.0 -0.1 0.088
H 1.400863 6.605066 0.506903 0.0 0.0 0.0 0.116
H 3.543996 5.624542 -0.270428 0.0 0.0 0.0 0.107
H 3.872995 3.165906 -0.147363 0.0 0.0 0.0 0.108
H 5.437359 -0.329505 1.123684 0.0 0.0 0.0 0.121
H 5.642685 -2.712424 1.846014 0.0 0.0 0.0 0.119
H 3.546206 -4.047384 2.167680 0.0 0.0 0.0 0.114
H 1.368466 -2.951913 1.701073 0.0 0.0 0.0 0.099
C -4.271259 -1.601175 1.661104 0.2 0.1 0.0 -0.272
P -2.453266 -1.563060 1.918547 -0.6 -0.4 0.3 0.765
C -2.061882 -3.332790 1.589985 0.0 0.2 0.0 -0.271
C -2.409315 -1.571878 3.773876 0.2 0.1 -0.2 -0.416
C -0.970561 -1.671834 4.293518 -0.1 0.1 -0.3 -0.397
P 0.121577 -0.313269 3.670182 0.1 -0.1 1.0 0.790
C -0.373131 1.087134 4.729935 0.0 -0.1 -0.2 -0.235
C 1.719838 -0.781652 4.428413 -0.1 0.1 -0.2 -0.245
H -4.730103 -2.418879 2.218715 0.0 0.0 0.0 0.049
H -4.480600 -1.734831 0.599778 0.0 0.0 0.0 0.034
H -4.702966 -0.652432 1.979462 0.0 0.0 0.0 0.028
H -2.579207 -3.980858 2.299440 0.0 -0.1 0.0 0.056
H -0.987991 -3.518377 1.645945 0.0 -0.1 0.0 0.016
H -2.381960 -3.578309 0.578028 0.0 0.0 0.0 0.034
H -3.007350 -2.411948 4.136316 0.0 0.0 0.1 0.086
H -2.877440 -0.648170 4.125456 0.0 0.0 0.0 0.075
H -0.526028 -2.622018 3.983412 0.0 0.0 0.0 0.076
H -0.948124 -1.636092 5.385618 0.1 0.0 0.0 0.092
H -0.325601 0.790093 5.778273 0.0 0.0 0.0 0.060
H -1.384207 1.408721 4.483349 0.0 0.0 0.0 0.032
H 0.304622 1.922730 4.558153 0.0 0.0 0.0 0.055
H 1.625534 -0.789877 5.514371 0.0 0.0 0.0 0.057
H 2.480777 -0.056942 4.135982 0.0 0.0 0.0 0.053
H 2.032707 -1.766352 4.087346 0.0 0.0 0.0 0.030
F -0.157407 -2.833905 -7.523056 0.0 0.0 -0.1 0.152
C 0.126589 -2.802451 -6.231000 0.0 0.0 0.1 -0.132
C 0.600498 -3.937888 -5.596137 0.0 0.0 0.1 -0.130
F 0.787995 -5.055141 -6.285191 0.0 0.0 -0.1 0.146
C 0.883917 -3.900710 -4.241670 0.0 0.3 0.1 -0.209
F 1.371882 -5.009426 -3.684636 0.0 -0.1 -0.1 0.113
C 0.689774 -2.754076 -3.478677 -0.2 0.2 0.1 -0.319
P 1.010905 -2.679167 -1.650917 0.4 -0.4 -0.6 1.075
C 2.838951 -2.788762 -1.845213 -0.1 0.0 0.3 -0.363
C 3.468952 -1.560353 -2.054971 0.0 -0.1 0.1 -0.119
C 4.844008 -1.491276 -2.214292 0.0 0.0 0.0 -0.079
C 5.606073 -2.645986 -2.125609 0.1 0.0 0.0 -0.079
C 4.984859 -3.870815 -1.934060 0.0 -0.1 0.0 -0.070
C 3.604709 -3.951147 -1.812985 0.0 0.1 0.0 -0.088
C 0.389499 -4.335211 -1.166100 -0.1 0.2 0.1 -0.390
C 1.001270 -5.154469 -0.220837 0.0 0.1 0.0 -0.117
C 0.377730 -6.315775 0.215678 0.0 0.0 0.1 -0.071
C -0.872230 -6.663614 -0.270011 0.0 0.0 0.0 -0.076
C -1.503203 -5.840099 -1.192160 0.0 0.0 0.0 -0.077
C -0.883950 -4.680352 -1.626319 0.1 0.0 0.0 -0.121
C 0.259342 -1.609040 -4.152252 0.0 -0.2 0.0 -0.561
Br 0.091540 0.042348 -3.251390 0.0 0.1 0.0 0.817
C -0.027383 -1.632978 -5.506919 0.0 0.1 0.2 -0.257
F -0.456560 -0.536267 -6.124975 0.0 0.0 -0.1 0.090
H 2.876061 -0.652743 -2.091852 0.0 0.0 0.0 0.077
H 5.319342 -0.534758 -2.390070 0.0 0.0 0.0 0.111
H 6.684203 -2.592650 -2.204423 0.0 0.0 -0.1 0.107
H 5.575576 -4.776556 -1.879793 0.0 0.0 0.0 0.109
H 3.131803 -4.917937 -1.714649 0.0 0.0 0.0 0.095
H 1.973116 -4.892745 0.174105 0.1 0.0 0.0 0.080
H 0.872380 -6.951979 0.938608 0.0 0.0 0.0 0.108
H -1.353089 -7.571851 0.067614 0.0 0.0 0.0 0.108
H -2.483241 -6.100795 -1.570581 0.0 0.0 0.0 0.111
H -1.387522 -4.034047 -2.337216 0.0 0.0 0.0 0.111
C -3.471900 0.333974 -3.527461 -0.1 0.1 0.0 -0.180
C -3.972760 1.487662 -2.668056 0.3 0.1 0.1 -0.583
C -4.878736 0.977975 -1.551002 0.1 0.2 -0.1 -0.163
Sb -2.328463 2.620915 -1.740986 -0.5 0.1 -0.4 1.459
C -1.468826 3.509840 -3.564932 -0.2 0.0 0.4 -0.583
C -0.122364 4.136439 -3.209035 -0.1 -0.1 -0.1 -0.174
C -2.374241 4.504878 -4.277792 0.1 -0.2 -0.1 -0.144
C -3.662879 4.207029 -0.946204 0.3 -0.1 -0.2 -0.553
C -2.837494 5.396573 -0.479002 0.0 0.0 0.0 -0.148
C -4.796793 4.677026 -1.848275 0.0 -0.2 0.1 -0.136
H -4.314740 -0.168157 -4.012259 0.0 0.0 0.0 0.080
H -2.947354 -0.405300 -2.916566 0.0 0.0 0.0 0.048
H -2.796041 0.677324 -4.312107 0.0 -0.1 0.0 0.046
H -4.522715 2.186677 -3.302249 0.0 0.0 0.0 0.072
H -4.333203 0.271065 -0.917916 0.0 0.0 0.0 0.049
H -5.751004 0.463337 -1.963503 0.0 0.0 0.1 0.082
H -5.231983 1.794472 -0.917418 -0.1 -0.1 0.0 0.056
H -1.296585 2.649126 -4.217896 0.0 0.0 0.0 0.048
H -0.254615 4.981984 -2.529080 0.0 0.0 0.0 0.062
H 0.376926 4.504211 -4.109722 0.0 0.0 0.0 0.080
H 0.538222 3.413924 -2.722591 0.1 0.1 0.0 0.045
H -2.436830 5.438781 -3.717006 -0.1 0.0 0.0 0.064
H -3.381156 4.109420 -4.415629 0.0 0.1 0.0 0.062
H -1.970030 4.740199 -5.266677 0.0 0.0 0.0 0.081
H -4.084304 3.719286 -0.062089 0.0 0.0 0.0 0.056
H -2.370631 5.914616 -1.320196 0.0 0.0 0.0 0.067
H -2.051373 5.076015 0.198792 0.1 0.0 0.1 0.029
H -3.470200 6.120513 0.043111 0.0 0.0 0.0 0.084
H -4.417830 5.275578 -2.674591 -0.1 0.0 0.0 0.058
H -5.474639 5.309426 -1.266653 0.0 0.0 0.0 0.083
H -5.386382 3.851382 -2.247659 0.0 0.1 -0.1 0.057
```
Forces are in eV/Å.

Results
Total charge: +1
Orbital gap (spin up / spin down), eV: 5.72 / 5.72



4.
Formula: C3H6O2
Source: the OMol25 dataset
Level of theory: wB97M-V/def2-TZVPD

Geometry as XYZ:
```
11
Properties=species:S:1:pos:R:3:forces:R:3:lowdin_charge:R:1
O -1.296188 -1.848847 0.450896 1.2 0.8 -1.7 0.085
C -0.844871 -0.773599 -0.095894 -5.2 0.3 2.9 -0.364
C -0.686657 0.322304 0.942654 1.4 0.3 -2.1 -0.096
C 0.425367 1.059234 0.758702 -1.2 0.2 1.9 0.061
O 1.601123 -0.125153 -1.348093 -1.4 -1.2 0.8 -0.222
H -1.404421 -0.369303 -0.989617 0.9 -0.9 -0.3 0.167
H 0.258420 -0.918459 -0.495982 3.4 0.5 -2.1 0.188
H -1.554097 0.545193 1.551377 0.4 -0.5 0.6 0.109
H 1.012388 0.843814 -0.124165 0.5 0.5 0.6 0.002
H 0.650703 1.776436 1.551258 0.2 0.3 -0.7 0.076
H 1.838233 -0.511619 -2.201137 -0.3 -0.4 0.0 -0.007
```
Forces are in eV/Å.

Results
Total charge: 0
Orbital gap, eV: 6.55



5.
Formula: C5H9N
Source: the OMol25 dataset
Level of theory: wB97M-V/def2-TZVPD

Geometry as XYZ:
```
15
Properties=species:S:1:pos:R:3:forces:R:3:lowdin_charge:R:1
C 2.593268 0.060090 0.266022 1.2 0.7 -5.0 0.005
C 1.445075 -0.207784 -0.383185 0.1 0.7 2.5 -0.136
C 0.068175 -0.103119 0.218997 0.0 -0.5 2.3 -0.414
C -0.840044 1.053067 -0.181711 -0.9 1.1 -1.1 -0.137
C -2.044214 0.070993 0.148249 0.0 0.3 -2.1 -0.182
H 2.735822 0.242208 1.276237 0.0 0.3 1.8 0.016
H 3.514815 0.356252 -0.486992 -2.1 -1.3 2.3 0.112
H 1.461249 -0.340667 -1.417207 0.0 -0.1 -1.7 0.074
H 0.056561 -0.188693 1.360542 0.8 0.6 -1.1 0.155
H -0.725996 1.178830 -1.331711 -0.3 0.2 2.0 0.136
H -0.821230 1.998542 0.434785 0.2 -0.9 -1.0 0.112
H -2.390884 0.306656 1.158681 0.5 -0.8 0.5 0.087
H -3.022975 0.027197 -0.474380 1.9 0.2 0.6 0.118
H -1.038048 -1.884975 0.310715 -0.2 0.2 0.0 0.101
N -1.014697 -0.990689 -0.177271 -1.3 -0.8 0.0 -0.047
```
Forces are in eV/Å.

Results
Total charge: 0
Structure (SMILES): C=C[C@H]1CCN1
Orbital gap, eV: 10.29



6.
Formula: ClH24O16
Source: the OMol25 dataset
Level of theory: wB97M-V/def2-TZVPD

Geometry as XYZ:
```
41
Properties=species:S:1:pos:R:3:forces:R:3:lowdin_charge:R:1
Cl -9.733935 -13.074850 -22.149658 -3.0 2.7 0.7 0.880
O -10.773222 -13.718206 -21.257846 2.7 0.6 -2.1 -0.356
O -10.430416 -12.633247 -23.413974 1.7 -1.6 1.9 -0.338
O -9.225322 -11.823539 -21.494570 -0.4 -3.2 -1.5 -0.319
O -8.656080 -14.057328 -22.444866 -1.3 1.0 0.2 -0.374
O -6.933288 -12.631992 -23.945797 -0.1 1.0 -0.7 -0.044
H -7.687346 -13.043177 -23.509044 0.3 -0.3 0.1 -0.023
H -6.163924 -13.160887 -23.783860 0.4 -0.6 0.3 0.027
O -8.606431 -15.942615 -20.416899 0.7 -1.2 1.1 -0.031
H -8.845611 -15.350763 -21.099426 -0.7 1.0 -1.3 -0.044
H -7.868567 -15.494971 -20.002607 0.2 0.0 0.4 0.043
O -11.143071 -9.984197 -23.786591 -0.3 2.1 -1.2 -0.048
H -10.827791 -10.843358 -23.598559 0.7 -1.8 0.3 -0.057
H -10.654049 -9.723245 -24.593658 -0.4 -0.2 0.8 0.062
O -11.781404 -12.388069 -19.193395 2.2 0.5 0.0 -0.062
H -11.019731 -12.903246 -19.567385 -0.5 1.0 0.9 0.014
H -12.467200 -13.000200 -19.295415 -2.1 -1.1 -0.3 0.006
O -7.023187 -10.011313 -22.747726 -0.4 0.9 0.6 -0.055
H -7.761039 -10.380595 -22.259442 -0.7 0.6 0.7 -0.007
H -6.764267 -10.850437 -23.075888 1.1 -1.4 -1.3 -0.044
O -6.356309 -12.448360 -20.472020 0.9 0.7 -0.8 -0.066
H -6.293581 -13.365753 -20.763892 0.2 0.2 0.2 -0.034
H -5.736334 -11.995865 -21.100252 -1.0 -0.4 0.9 0.060
O -8.915618 -9.676510 -19.249588 0.6 0.5 0.6 -0.055
H -9.808806 -9.699345 -19.610745 -0.5 0.1 -0.6 -0.002
H -8.439034 -9.037556 -19.782337 0.1 -0.1 -0.1 0.053
O -11.166518 -10.018002 -20.676255 -0.4 0.5 4.9 -0.005
H -11.428703 -10.899723 -20.380439 -0.3 -0.3 0.6 0.018
H -11.181323 -10.097408 -21.558582 0.1 0.1 -5.3 -0.058
O -9.073904 -12.291015 -18.718910 -0.2 -1.6 0.7 -0.051
H -9.068786 -11.359381 -18.865977 0.0 1.5 0.2 -0.037
H -8.576997 -12.538575 -19.485659 0.8 -0.5 -0.6 -0.024
O -13.433332 -12.525273 -21.750471 -0.1 -0.1 -0.4 -0.071
H -12.682362 -13.141536 -21.676109 -0.2 0.4 -0.3 -0.001
H -13.408075 -12.152003 -22.648572 0.2 -0.3 0.5 0.041
O -5.914047 -14.836225 -21.567722 0.5 -1.4 -0.9 -0.054
H -6.815626 -14.932780 -21.889231 -0.4 0.2 -0.1 0.009
H -5.499476 -15.636089 -21.953332 0.0 0.7 0.6 0.089
O -11.292877 -16.302881 -19.804238 -2.3 -0.3 0.3 -0.047
H -10.682732 -16.783649 -20.332586 1.1 -0.2 -0.3 -0.005
H -10.832346 -15.702646 -19.238310 0.9 0.4 0.2 0.011
```
Forces are in eV/Å.

Results
Total charge: -1
Orbital gap, eV: 9.51



DFT total energy (eV)
-28253.7106 -21487.4859 -179342.5532 -7295.9142 -6818.2576 -45667.6719
Energy above the lowest of the compared OMol25 structures with the same formula, charge and spin (eV)
0.714 5.829 0.542 7.764 2.737 1.235